# 1
3 unconnected molecules or ions with the total composition C36H57F4IN5O7S in a non-equilibrium geometry. Source: the Open Molecules 2025 dataset; level of theory: ωB97M-V/def2-TZVPD.

Geometry as ORCA input:
```
! wB97M-V def2-TZVPD RIJCOSX def2/J DEFGRID3
* xyz 1 1
H 0.19766 1.62524 -1.72537
H -5.74642 0.93158 -0.31928
H -6.17706 -3.27107 0.23937
O 0.98486 -3.44795 -0.00088
H -1.82546 -6.57897 -5.87807
H -2.59003 -5.02949 -5.50713
C -1.90809 3.62498 1.47003
H 1.43110 5.70273 -2.21041
C -2.82473 1.86180 -0.56999
C -1.21426 2.58098 -3.50063
O 1.68924 2.13666 2.82946
C -6.08457 -1.14451 0.05830
H 2.80001 1.19414 1.39033
H 4.57605 0.54895 3.24149
H 4.49635 -5.22471 4.90317
N -0.37561 1.84384 -4.08392
H -0.94715 -2.60510 -3.43221
N 0.81782 -1.37241 -0.93721
F -3.03119 0.12981 4.00890
H 1.92264 -2.57728 4.78007
H 0.93672 -0.06335 -2.52523
H -2.02661 -5.36499 -7.14865
H -7.00029 -0.95072 0.59605
O 0.94180 -3.61074 -4.70455
H 1.56440 5.29359 0.39116
C -1.32788 1.64669 -0.21069
H -4.07159 -3.64799 -0.96159
C 2.25398 5.88479 -1.52498
H -2.07395 -2.88907 -4.77543
H 2.83105 2.86932 0.00976
H -4.19579 1.54760 -2.16528
C -4.42387 -2.63567 -0.82495
O -1.12870 2.26858 3.83323
C -0.32805 2.39623 -1.14793
H 0.70433 -4.68386 5.32098
O -2.81013 5.16538 -0.13089
F -0.68379 5.37338 0.37710
H 3.62065 -2.62541 -0.50138
H 0.53658 3.75419 2.88511
C -0.21180 -3.97549 -4.87450
C 3.06425 0.85695 4.77288
C 1.54399 -2.41600 -0.24299
C -1.01673 0.14303 -0.34394
H 3.20320 5.91198 -2.04781
H -2.98133 2.88093 -0.90809
I 2.71906 2.86800 -2.58404
H 2.32952 -1.15144 -3.89507
C 2.10379 3.39824 -0.59453
N 0.34128 2.83611 1.00397
H -3.45548 1.76144 0.30953
H -1.65061 3.99300 -1.94841
C 3.42586 -3.60082 3.98136
C 1.63527 -0.64785 -1.92457
F -3.90726 1.66400 2.77419
H 2.37340 0.00008 -1.43831
H -2.72394 0.67761 -2.43042
H 0.29717 -5.32113 -6.24161
S -1.25239 1.36314 2.72828
H 3.65688 2.50565 2.19515
C -1.05862 2.35672 1.16433
C 0.74181 2.90576 -0.22873
H 0.11751 -1.08485 0.97365
H 1.08399 0.25767 0.44162
C -5.60890 -2.43388 -0.13771
C -3.43874 0.94830 -1.65692
C 2.31021 -1.60988 -2.91027
C -5.36467 -0.07439 -0.44993
C -1.88633 4.75485 0.47993
H -0.00733 3.98894 -2.52315
C 1.73902 -4.51597 5.62211
C 2.94617 -2.17432 0.22758
H -1.87027 -4.11331 -3.50241
H 3.69176 0.24948 5.41920
C 4.12325 -4.93708 3.92001
H 2.03844 0.52386 4.90738
H 4.96264 -4.85423 3.23719
N -0.51031 -4.95309 -5.76337
F -3.21975 -0.20120 1.89841
C -0.84127 3.33870 -2.25071
H 3.31354 -1.88891 -2.60866
H 2.10527 6.88922 -1.12785
H 3.26294 5.03666 0.13622
H 2.28206 -5.45021 5.53683
H 1.67311 -2.48182 -3.01924
H -2.23211 2.68996 -3.87705
C -4.16760 -0.26711 -1.13314
H -0.77675 1.40152 -4.90743
C -3.00233 0.70176 2.82456
C 3.49485 0.61918 3.31894
O -0.41500 0.20829 2.74669
H -2.95818 3.38280 1.58621
C -1.81083 -5.50908 -6.08920
H -1.80442 -0.42387 0.13948
C 0.32487 -0.46332 0.11241
H 3.23219 -1.12433 0.28149
H 1.74777 -4.19971 6.66586
C 1.17534 3.22843 2.18106
C 2.28537 4.93253 -0.33296
H 3.44610 -5.70931 3.55415
C -3.70413 -1.56217 -1.32909
H 1.95536 3.91074 1.85849
H -1.09317 -0.09698 -1.40050
H -2.78778 -1.73856 -1.87572
H -1.59772 4.04701 2.42589
H 3.11902 1.90664 5.04915
H 3.14054 -2.66208 1.17464
C 2.96148 1.67648 2.36344
C -1.35718 -3.35923 -4.10025
O 3.81592 -2.63825 3.32967
H 3.07658 -0.33900 3.02329
N 2.34210 -3.49394 4.78553
*
```

## Properties
Highest occupied orbital energy (eV): -11.186

Mulliken atomic charge list, values in e, 99 entries: -0.824, 0.443, 0.428, -0.616, 0.290, 0.327, -0.481, 0.373, -1.319, -1.047, 0.038, -0.910, -0.477, 0.424, 0.457, -0.242, -0.410, 0.598, -0.210, 0.126, 0.133, 0.287, 0.427, -0.647, 0.439, 2.944, 0.444, -1.756, 0.439, 0.460, 0.633, -0.829, -0.755, 0.809, 0.292, -0.451, -0.160, 0.355, 0.519, 0.533, -1.341, 0.874, -0.725, 0.420, 0.368, 0.152, 0.431, -0.680, 1.032, 0.610, 0.045, 0.984, 0.509, -0.211, -0.269, 0.417, 0.263, 1.440, 0.370, -0.466, -0.244, 1.320, -0.724, -0.566, -1.723, -1.807, -0.183, -0.443, 0.158, -0.952, -0.868, 0.433, 0.436, -1.631, 0.219, 0.326, -0.188, -0.154, -0.172, 0.400, 0.444, 0.512, 0.357, 0.423, 0.441, -0.055, 0.306, 0.555, -0.264, -0.474, 0.440, -0.857, 0.418, -1.920, 0.198, 0.316, -1.559, -0.457, 0.388

***

# 2
6 unconnected molecules or ions with the total composition C36H57N3O6 in a non-equilibrium geometry. Source: the Open Molecules 2025 dataset; level of theory: ωB97M-V/def2-TZVPD.

Geometry as ORCA input:
```
! wB97M-V def2-TZVPD RIJCOSX def2/J DEFGRID3
* xyz 0 1
H 24.87769 29.35049 31.75066
H 17.08471 19.37424 29.83089
H 18.02994 20.72854 30.46739
C 20.89316 27.81278 30.57494
H 18.94668 22.20931 27.77970
H 23.62955 29.73520 34.51677
N 17.81800 27.36537 27.37946
H 20.54154 27.81951 29.54323
H 22.31844 20.86457 29.79981
H 22.35433 29.80947 31.96726
N 16.91633 25.29114 32.30535
H 23.07375 31.41190 28.33302
H 20.58074 26.80667 26.72107
H 23.36939 23.20261 30.50548
H 19.30851 26.69846 32.91376
H 24.39214 20.84261 31.05446
C 18.29841 25.52850 28.89923
C 20.97860 25.21782 28.02115
H 26.00769 29.07094 34.54180
C 21.82199 21.84666 27.05835
H 21.39478 25.71939 33.76218
H 17.56257 22.69366 32.84688
H 21.30256 32.98183 27.93857
C 23.51252 21.20164 31.58874
C 19.57215 22.86396 33.43657
H 26.48634 30.23312 33.49050
O 18.31082 28.23014 26.63576
H 21.74597 18.79524 31.93991
O 23.20737 27.74788 26.49220
H 22.82151 28.58190 29.88235
H 22.60858 21.66157 25.06832
C 21.15580 29.56934 26.13560
H 19.46445 32.46216 26.44560
C 19.43772 21.29080 28.10113
O 15.92765 24.53972 32.28727
C 20.63237 23.74746 33.81006
H 22.97359 20.28511 26.00919
H 19.21701 19.23326 28.75895
H 21.99786 25.13137 27.67470
C 20.72994 20.78279 27.27896
H 22.81301 26.99086 30.72004
H 23.92641 21.72806 26.19871
H 22.73711 23.30453 32.09823
C 22.90391 21.37079 26.07646
C 17.56625 20.31691 29.57092
H 21.38394 21.11466 31.23648
C 23.51275 22.81108 31.51258
H 20.34405 20.55153 26.28613
H 21.03633 28.56838 25.74802
H 25.37557 25.13843 30.81018
H 21.46457 22.79984 26.66873
H 19.98646 21.59084 28.99385
C 22.74215 28.79160 32.00767
H 22.23287 22.13829 28.02491
H 19.39521 30.33177 25.24731
C 24.29694 29.92682 33.67655
H 16.81154 21.01863 29.21582
C 20.44302 24.41432 29.04352
C 18.36424 23.39828 33.01194
C 20.25521 31.74330 26.60157
H 25.63383 22.90520 31.65354
C 22.31513 31.10076 27.63011
H 23.99634 30.88626 33.25558
H 24.53958 27.93815 32.69000
H 21.41245 18.63696 30.22995
O 16.66324 27.33450 27.72867
C 22.42074 28.00783 30.71777
C 24.16940 28.93949 32.47004
C 20.54306 25.10258 33.51617
H 24.06098 25.53081 31.97384
C 22.27521 20.61302 30.85950
C 24.81612 23.47768 32.09137
C 22.22758 29.86578 27.00960
C 19.19347 24.65945 29.54605
H 20.38362 28.66210 31.03004
H 25.66764 25.32467 32.57316
H 17.31069 25.67948 29.30913
H 23.09759 18.48413 30.90152
O 16.91066 26.37544 31.80793
O 24.23702 29.06644 27.93788
C 25.70386 30.07078 34.23177
H 23.55066 20.84299 32.61734
N 23.27652 28.80661 27.14975
H 21.54916 23.31098 34.17800
C 18.75871 26.32852 27.86566
H 18.96296 24.10936 30.44642
H 25.80368 30.74495 35.08242
C 24.97778 24.96447 31.80998
H 18.08608 19.73155 27.63781
H 21.13430 23.71600 29.49174
C 18.22124 24.76198 32.87712
H 24.84061 23.33226 33.17135
C 18.61813 20.10954 28.51082
H 20.55738 26.87147 31.01002
H 19.62903 21.78626 33.47815
C 21.35008 32.03923 27.41356
C 22.14346 19.00910 30.94775
C 19.30381 25.63935 33.12510
C 20.17137 30.52069 25.97413
H 22.11925 28.28083 32.74198
H 21.15609 19.85140 27.65179
C 20.11951 26.21344 27.49679
*
```

## Properties
Highest occupied orbital energy (eV): -9.860
Structure (SMILES): O=[N+]([O-])c1ccccc1.O=[N+]([O-])c1ccccc1.O=[N+]([O-])c1ccccc1.CCCCCC.CCCCCC.CCCCCC

Mulliken atomic charge list, values in e, 99 entries: 0.323, 0.423, 0.152, -0.471, 0.636, 0.350, 0.844, -0.183, -0.553, 0.421, 1.043, 0.439, 0.285, 0.157, 0.445, 0.433, -0.402, -0.839, 0.315, 1.187, 0.428, 0.465, 0.369, -1.034, -0.341, 0.347, -0.564, 0.375, -0.622, -0.443, 0.368, -0.168, 0.393, 0.586, -0.639, -0.635, 0.353, 0.270, 0.698, -1.316, -0.123, 0.399, -0.427, -1.649, -1.228, -0.045, 0.574, 0.628, 0.454, 0.306, 0.097, -0.675, -0.905, -0.529, 0.369, -0.344, 0.323, -0.075, -0.191, -0.515, 0.393, -0.339, 0.285, 0.072, 0.333, -0.601, 1.005, -0.217, -0.297, -0.151, 1.108, -0.770, 0.323, -0.150, 0.705, 0.418, 0.607, 0.357, -0.544, -0.600, -1.339, 0.345, 1.105, 0.425, -0.349, 0.655, 0.359, -0.732, 0.372, 0.273, -0.128, 0.340, -0.583, -0.264, 0.434, -0.520, -1.497, -0.401, -0.605

***

Kohn-Sham gap in eV, matching the order above: 7.46 9.07